No. 1
148
Properties=species:S:1:pos:R:3:mulliken_charge:R:1 method="wB97M-V/def2-TZVPD" total_energy_ev=-74129.2507 lumo_ev=0.2 smiles=COCCNCCOC.CC(C)O.CC(C)O.CC(C)O.CC(C)O.CC(C)O.CC(C)O.CC(C)O.OCCO.OCCO.OCCO.OCCO charge=0
C -8.698 20.307 0.444 -1.438
H -9.612 14.022 -0.015 -0.147
H -11.888 14.121 11.531 0.259
O -12.204 13.838 8.067 -0.468
H -5.350 13.417 -2.117 0.322
H -11.666 14.303 1.985 -0.678
H -8.917 6.743 10.401 0.275
C -10.902 13.539 2.210 1.746
H -15.251 10.464 8.990 0.334
H -9.758 20.351 0.185 0.332
H -11.030 14.080 4.272 0.485
H -9.490 18.467 -0.828 0.336
H -9.182 9.905 4.736 0.324
H -14.839 7.804 2.174 0.349
H -12.451 13.054 8.576 0.339
H -10.032 15.526 0.720 0.082
H -7.918 9.848 2.704 -0.025
O -10.703 7.358 8.002 -0.406
C -13.806 17.441 1.579 0.692
H -8.574 20.831 1.395 0.359
H -15.084 15.687 1.777 0.374
H -5.846 15.101 1.743 0.326
H -10.464 11.714 9.637 -0.065
H -3.284 7.046 3.556 0.252
H -5.686 13.211 0.205 -0.419
H -11.035 12.698 1.525 -0.277
C -8.663 18.203 1.763 -0.669
H -8.986 11.416 8.836 0.063
H -14.306 10.972 1.837 0.440
H -14.258 19.526 1.265 0.379
H -11.166 12.080 -2.976 0.355
H -7.942 6.164 9.053 0.318
C -10.105 6.248 8.662 0.539
H -9.657 10.214 10.015 0.503
H -4.461 9.773 4.355 0.280
H -14.517 16.038 0.081 0.314
C -9.344 10.513 5.631 -0.315
C -7.208 10.236 6.526 -0.422
H -8.822 4.942 7.457 0.284
H -8.865 11.431 0.266 -0.346
O -2.475 6.241 5.290 -0.520
C -10.382 11.583 5.391 -0.440
H -12.535 10.891 1.994 -0.255
H -15.542 8.796 0.940 0.378
O -11.231 13.867 10.879 -0.420
H -7.046 18.995 0.485 0.352
H -15.619 18.416 0.909 0.384
O -9.901 9.919 2.140 0.065
H -6.601 12.199 10.360 0.295
O -13.284 13.606 -2.156 -0.568
H -12.131 12.755 3.733 0.423
H -3.637 12.784 0.055 0.313
H -11.358 11.096 5.468 0.086
H -10.172 4.113 8.185 0.329
H -7.162 8.654 0.753 0.460
C -9.478 11.267 9.807 -0.627
H -15.066 12.983 7.238 0.269
O -9.605 14.095 2.107 -0.424
H -10.747 5.843 9.455 0.187
H -8.351 15.051 0.814 -0.128
C -3.563 6.867 4.595 -0.222
H -6.813 11.312 11.847 0.381
C -8.528 9.926 1.789 1.221
C -13.372 9.068 1.275 0.856
C -11.912 13.948 -2.127 -0.084
H -10.463 5.152 6.794 0.316
O -12.387 8.204 1.845 -0.636
H -9.655 9.868 6.463 0.390
O -14.144 11.263 6.524 -0.424
H -9.749 18.200 1.627 -0.020
C -5.405 15.303 0.769 -1.011
H -6.031 14.990 -1.823 0.323
H -13.957 17.574 2.657 0.207
C -15.141 11.892 7.309 -0.484
H -4.506 15.916 0.803 0.421
N -10.152 12.170 4.062 0.485
H -13.041 9.317 0.257 0.073
C -8.692 11.978 10.909 0.827
C -9.362 14.654 0.842 0.336
H -7.166 11.086 0.566 0.464
O -9.256 11.531 12.159 -0.618
H -4.207 14.781 -1.850 0.339
H -11.702 14.589 -1.262 -0.050
H -10.769 15.247 7.875 0.412
O -13.779 11.878 9.283 -0.466
H -8.816 8.671 0.074 0.360
H -4.392 7.903 6.268 0.304
H -10.142 15.453 10.204 0.322
H -10.123 11.948 12.199 0.315
H -10.657 11.305 -0.806 0.078
C -8.136 11.200 1.052 -0.647
H -4.367 6.127 4.611 0.220
H -8.665 7.795 9.040 -0.045
C -3.975 8.147 5.281 -0.575
C -11.026 12.745 -2.122 -0.429
H -8.410 18.801 2.641 0.487
C -7.250 11.479 10.863 -1.253
H -7.653 9.766 7.412 -0.044
H -8.776 13.055 10.776 -0.010
O -8.117 11.156 5.976 -0.437
O -11.261 12.048 -0.897 -0.392
H -14.475 7.411 0.517 0.375
C -8.819 6.751 9.314 -0.847
H -10.219 13.615 8.435 -0.126
H -13.484 15.316 1.310 0.003
O -8.592 18.174 -0.642 -0.535
H -13.449 12.984 -1.439 0.325
H -6.356 10.807 6.907 0.285
H -8.355 17.176 1.950 0.095
H -9.200 12.515 4.125 0.061
H -11.524 8.620 1.732 0.257
H -10.072 10.628 2.785 -0.208
H -13.341 11.440 7.031 0.224
H -9.987 13.113 -2.163 0.291
H -8.467 7.765 1.559 0.422
C -5.175 14.357 -1.593 -1.303
O -12.413 17.574 1.280 -0.447
H -7.201 10.529 10.330 0.188
H -11.495 7.065 7.542 0.249
H -8.149 20.869 -0.315 0.375
H -11.703 14.555 -3.010 0.399
H -3.073 8.733 5.503 0.377
H -11.943 16.857 1.717 0.140
H -15.864 12.083 9.276 0.350
C -14.274 16.054 1.141 -0.921
O -4.874 8.916 4.492 -0.387
H -16.136 11.605 6.964 0.381
O -3.742 13.711 0.284 -0.609
C -15.074 11.518 8.762 -0.432
H -11.921 15.589 10.005 0.410
H -8.157 12.058 1.725 0.157
H -6.813 9.503 5.820 0.263
H -13.528 10.082 3.173 0.291
C -8.128 18.881 0.514 0.384
C -10.983 14.395 8.520 0.089
C -11.124 13.170 3.663 -1.593
H -14.264 18.622 -0.190 0.353
H -2.290 6.750 6.084 0.298
C -14.539 18.548 0.867 -1.588
H -6.187 15.892 0.271 -0.021
C -9.878 5.050 7.708 -1.192
C -13.467 10.330 2.111 -0.637
H -10.316 12.329 6.195 0.130
H -13.725 11.532 10.178 0.228
C -5.105 14.091 -0.086 1.372
C -11.056 14.929 9.912 -0.794
C -8.225 8.663 0.995 -1.960
C -14.633 8.250 1.194 -1.608

No. 2
159
Properties=species:S:1:pos:R:3:mulliken_charge:R:1 method="wB97M-V/def2-TZVPD" total_energy_ev=-96895.1418 lumo_ev=-0.6 charge=0
C -1.988 0.214 3.390 -0.780
H 1.021 2.644 2.056 -0.592
C 2.692 0.752 -3.513 -0.617
H -2.895 7.948 1.082 0.335
C -6.635 1.373 3.118 -0.672
H 2.384 2.103 4.710 0.105
H -7.570 1.029 3.558 0.292
H 5.254 1.446 4.097 0.249
H -0.885 1.174 -3.916 0.218
H -1.645 0.070 5.956 0.480
F 1.692 1.055 -0.406 -0.194
C -0.840 -0.391 5.375 -1.130
H -0.452 -3.182 -4.059 0.108
H -0.031 6.890 0.760 0.373
H 1.284 -3.836 0.769 -0.238
N 0.183 -0.976 7.486 -0.798
H -0.747 -4.571 0.296 0.413
H -5.579 -0.578 -1.655 0.215
H -4.738 -0.959 -0.151 0.232
H 1.973 4.851 3.406 0.219
C -4.236 -0.271 -3.832 -1.885
C 2.590 0.607 -5.853 -0.334
O 2.252 -5.836 2.029 -0.564
H -1.610 -3.806 -2.156 0.214
H -4.444 -2.316 -2.117 0.351
H 1.424 -2.245 -7.253 0.267
H -0.328 -5.565 -3.202 0.288
N -2.997 -1.895 -5.216 -0.645
C 0.935 -0.043 -0.354 -0.836
H 3.011 -1.945 -3.836 0.051
H -1.493 6.640 -0.164 0.427
H 0.022 1.828 4.424 0.156
H 4.736 5.037 5.417 0.363
H 0.499 2.938 5.491 0.408
O -0.799 0.362 4.159 -0.357
H -4.138 2.579 -0.849 0.351
H 5.676 5.037 3.991 0.247
H -4.943 -2.849 -3.750 0.441
C -3.362 -1.499 -3.868 2.710
N -1.361 1.500 -4.792 -0.101
H 4.279 -2.772 -0.249 0.401
O -0.519 1.149 -2.346 -1.217
H 1.573 -0.856 4.364 -0.105
H 2.559 1.839 -3.559 0.513
C 0.648 -4.137 1.602 0.888
H -2.439 -1.281 -3.323 -1.457
C 0.345 4.582 -0.506 -1.200
N -1.588 3.934 0.876 -0.448
H 0.754 0.661 6.332 0.035
C 0.483 -3.017 -3.519 0.602
H 6.352 0.515 5.163 0.343
O -0.431 -4.941 1.145 -0.692
C -0.992 6.349 0.769 -1.174
H 1.106 3.810 -0.380 0.112
C 5.111 -1.890 1.634 0.123
H 3.974 -1.306 3.377 -0.016
H 4.274 0.003 2.131 0.105
C 0.482 -0.384 6.175 0.903
O -1.698 6.542 1.950 -0.261
H 4.626 0.128 4.961 -0.098
H -3.270 -5.751 -2.481 0.275
O -6.671 1.339 1.711 -0.406
O -1.498 1.051 -0.121 0.258
H -4.172 0.219 -2.860 0.406
N -4.354 1.622 -1.115 -0.553
H -3.074 7.805 2.818 0.261
C -4.086 -2.639 -3.097 -1.090
H -1.048 -1.443 5.146 0.364
H 3.333 0.496 -2.673 0.265
H -1.440 0.715 -5.449 0.392
H -1.625 8.624 1.992 0.321
H 0.803 5.476 -0.940 0.605
H 0.518 -1.938 -3.331 -0.150
N 1.389 -1.431 -6.651 -0.668
H -6.513 2.384 3.526 0.306
C 5.542 0.447 4.443 -0.287
C 2.155 0.038 -8.308 -1.613
H -4.178 -4.596 -1.448 0.305
H 3.842 -1.125 0.096 0.170
H 6.049 -1.559 1.178 0.356
C 4.688 -0.855 2.674 0.227
C 2.510 4.198 4.111 -1.037
H 5.865 -3.132 3.090 0.363
H 1.521 -2.205 5.469 0.510
H 4.529 -3.576 2.591 0.128
H 2.766 0.889 -8.622 0.414
H 2.303 4.711 5.059 0.431
H 1.630 -6.408 1.562 0.373
H -2.009 0.968 2.604 0.008
C 1.881 2.814 4.041 1.142
N 5.398 -3.214 2.182 -0.742
C 4.640 5.128 4.329 -0.921
O 5.818 -0.492 3.431 -0.439
O 3.872 4.084 3.796 -0.210
N 0.464 2.763 4.485 -0.607
H 1.170 -3.528 -1.504 -0.301
H -4.960 2.450 1.300 0.463
O 1.567 -3.409 -4.331 -0.572
H -0.701 -0.628 7.845 0.281
H -2.307 1.856 -4.663 0.365
H -6.499 -0.730 -0.098 0.423
H 1.490 -5.647 -2.897 0.322
C -0.487 4.899 0.745 1.454
H -2.906 0.247 3.979 0.378
H -1.883 -0.736 2.856 0.295
H 1.587 1.085 2.751 -0.301
N -0.870 -3.692 -1.451 -0.257
H 0.391 -5.923 -1.636 0.429
C 4.046 -2.094 0.566 -0.875
H 1.612 1.019 -5.571 -0.122
H 4.309 6.123 4.021 0.332
H 3.451 -1.037 -6.983 0.239
C 2.510 -0.486 -6.883 0.725
C -5.576 -0.405 -0.579 -1.384
H 3.086 -3.396 -2.936 0.382
H -0.920 -2.688 -1.227 0.251
O 3.323 0.278 -4.690 -0.434
H 0.104 4.826 1.660 -0.408
H -0.803 2.198 -5.284 0.416
H -6.409 1.484 -0.815 0.435
C 1.460 -4.859 2.671 -0.217
H -3.846 0.443 -4.566 0.358
C 0.389 -3.843 -2.198 1.230
H 2.507 -0.816 5.933 0.125
F 1.622 -0.978 -0.990 0.323
H -4.856 -5.143 -2.996 0.328
H -2.345 4.000 0.204 0.241
H 3.572 -3.468 -4.634 0.282
H -5.800 0.803 3.534 0.220
C -2.338 7.793 2.021 -0.843
C -3.928 -4.884 -2.475 -0.905
C 1.592 -1.117 5.422 -0.889
H 2.092 -4.065 3.084 -0.093
H 0.316 -3.193 2.060 -0.166
H 3.095 -2.326 1.051 -0.071
C 2.858 -3.023 -3.944 -0.543
H 3.069 1.477 -6.325 0.316
H -4.629 0.825 1.601 -0.067
C -5.390 1.455 1.119 -0.261
O -1.289 -0.952 -1.501 -0.891
H -0.305 4.166 -1.280 0.115
H -0.017 -1.959 7.310 0.323
F 0.732 -0.388 0.898 0.224
S -0.738 0.350 -1.146 1.171
H -3.873 -2.034 -5.728 0.355
C 1.781 2.152 2.662 0.031
H 1.709 0.285 -3.399 0.117
C 0.510 -5.326 -2.544 -1.787
H -5.262 -0.488 -4.137 0.513
H 2.756 2.216 2.162 0.471
H 2.337 -0.756 -9.034 0.401
H -2.663 -2.857 -5.203 0.302
H -3.481 1.144 -0.907 -0.171
H 1.596 -1.831 -5.732 0.073
C -5.488 1.120 -0.357 0.454
H 0.873 -5.183 3.537 0.319
H -1.199 3.025 0.641 -0.061
O -3.239 -3.779 -3.033 -0.475
H 1.104 0.300 -8.422 0.325

No. 3
157
Properties=species:S:1:pos:R:3:mulliken_charge:R:1 method="wB97M-V/def2-TZVPD" total_energy_ev=-140799.0394 lumo_ev=-11.2 relative_energy_ev=2.2625 charge=+6
C -6.143 -15.138 14.741 -0.745
H -4.599 -9.779 15.620 0.535
H -3.094 -15.280 12.533 0.290
H 7.305 -14.199 12.691 0.459
H 3.783 -14.050 18.996 0.001
C 0.830 -14.733 21.961 -0.479
H -3.394 -15.817 16.950 0.115
H 4.889 -22.566 15.679 0.396
H 3.947 -13.116 12.365 0.373
F 0.653 -16.591 17.368 -0.507
H 0.768 -15.403 22.823 0.330
C 0.667 -7.365 16.121 -1.129
H 6.743 -20.077 13.275 0.386
H -3.729 -6.938 18.618 0.460
F -0.864 -14.760 16.651 -0.451
O 4.265 -18.856 15.745 -0.200
C -3.305 -15.580 18.007 -1.026
H 7.166 -11.658 12.514 0.301
H 5.883 -19.402 16.927 0.488
H -6.848 -12.407 21.452 0.469
H -5.301 -13.329 16.204 0.153
H -5.789 -10.743 13.447 0.388
H 1.694 -18.782 14.027 0.449
H -5.772 -15.742 15.570 0.252
H 5.808 -15.746 22.380 0.416
H -5.937 -12.337 13.126 0.334
C 7.098 -13.573 13.561 -0.578
H 5.848 -21.552 13.190 0.425
H -4.608 -10.446 19.070 0.107
C -0.764 -16.236 13.635 0.131
H -3.883 -11.088 16.592 0.254
C 0.240 -7.001 17.538 -0.404
H -1.408 -9.873 18.555 0.270
C -2.200 -7.275 17.189 -0.651
H -1.743 -18.748 14.448 0.360
H -5.554 -10.873 16.586 0.385
C -4.735 -9.376 18.915 -0.925
H 2.851 -17.580 16.576 0.017
C 3.683 -12.310 15.049 -0.101
H 5.626 -11.481 14.618 0.603
H -4.870 -8.845 19.860 0.453
C 5.224 -12.478 14.738 -0.960
As 0.763 -14.837 17.259 2.200
H -3.687 -13.613 15.640 0.081
F 0.847 -13.086 17.195 -0.582
H -0.924 -9.568 16.941 0.389
H 1.062 -7.075 18.242 0.432
C -0.056 -17.512 14.129 0.382
H -7.331 -15.388 19.387 0.397
H -3.463 -16.509 18.564 0.479
F 1.446 -14.894 15.606 -0.471
H 6.445 -16.222 13.362 0.367
H -0.075 -7.302 15.331 0.312
H 5.584 -13.701 11.554 0.423
C 7.740 -12.220 13.245 -1.196
N 5.553 -13.547 13.725 0.827
O -3.571 -8.977 18.201 -0.016
H 1.209 -11.324 14.680 0.093
H -4.349 -7.511 17.005 0.539
C -5.973 -13.715 19.876 0.627
C 1.401 -17.763 13.755 -1.123
C 5.025 -13.187 12.329 -1.264
H -2.131 -6.190 17.130 0.303
C 4.434 -15.088 20.774 0.452
N -0.986 -7.760 17.980 0.653
C -4.662 -11.877 14.821 0.198
H 6.510 -14.635 21.405 0.432
H 3.134 -13.140 15.510 -0.206
N -7.208 -14.369 19.317 -0.162
C 1.648 -12.008 13.949 -0.181
C 5.631 -19.304 15.870 -0.688
H -1.155 -6.215 19.464 0.534
N -0.893 -18.774 13.887 -0.080
C -4.718 -14.487 19.637 -0.853
H 0.605 -15.345 21.084 0.104
H 7.518 -14.038 14.450 0.420
C 5.367 -16.106 13.229 -1.378
N 4.650 -21.574 15.554 -0.272
H -8.050 -13.947 19.737 0.446
H -1.746 -14.132 12.701 0.208
H -7.076 -14.634 15.014 0.306
F 0.365 -14.702 18.932 -0.445
C -0.035 -7.799 20.407 -1.258
H -2.101 -7.657 16.176 0.435
H 7.651 -11.693 14.195 0.373
H 1.580 -6.873 15.780 0.452
H 4.922 -16.978 13.708 0.248
C -0.767 -9.228 17.966 -1.378
H -0.106 -15.405 13.908 -0.088
H 5.130 -16.054 12.169 0.347
O -4.353 -14.623 18.257 -0.102
F 2.451 -14.894 17.774 -0.566
H -0.426 -19.679 14.005 0.351
H -2.062 -7.751 19.752 0.300
H -6.434 -15.786 13.917 0.319
H -0.343 -7.820 21.452 0.405
O 3.053 -11.985 13.838 -0.401
H 1.067 -8.387 16.176 0.205
H 1.582 -17.626 12.689 0.414
H -6.733 -11.830 14.396 0.347
H -0.046 -5.950 17.469 0.363
H 4.774 -15.949 20.201 0.042
H -1.631 -16.061 14.288 0.178
C 3.910 -17.827 16.660 -0.807
H 2.110 -17.165 14.323 -0.192
H 4.342 -21.361 16.512 0.314
H 4.989 -20.019 13.265 0.262
H -5.654 -9.161 18.361 0.362
C -6.174 -13.254 21.322 -1.698
H -2.175 -14.678 11.138 0.410
H -6.449 -14.109 21.942 0.444
H -1.120 -18.885 12.888 0.389
H -7.463 -14.208 18.334 0.279
C 4.923 -14.899 14.021 0.052
H 0.753 -7.038 20.490 0.426
C 5.849 -20.566 13.659 -1.296
H 8.758 -12.412 12.920 0.407
H 3.796 -21.543 14.997 0.342
C -3.582 -7.614 17.773 -0.934
C -1.117 -7.300 19.457 -0.403
H 6.328 -18.612 15.397 0.337
H 0.588 -8.656 20.156 0.266
C -2.099 -15.023 12.167 -0.681
H -5.272 -12.849 21.785 0.418
H 3.285 -16.162 22.174 0.429
O 2.212 -14.419 21.681 -0.373
H -2.307 -15.253 18.296 0.440
H -3.841 -11.672 14.130 0.294
H 0.250 -13.840 22.150 0.233
O -1.215 -16.120 12.315 -0.494
H 1.399 -13.053 14.157 -0.151
H 3.633 -11.384 15.639 0.501
H 5.575 -12.930 15.669 0.330
H -3.841 -13.991 20.062 0.441
H -0.087 -17.446 15.217 0.071
H 2.566 -16.176 20.674 0.297
H 0.245 -9.534 18.227 0.454
H 5.178 -15.014 15.078 0.175
N 4.358 -13.892 19.839 -0.098
H 3.925 -13.056 20.243 0.461
H 5.277 -12.137 12.158 0.492
C 5.797 -20.663 15.177 0.099
H 1.191 -11.792 12.983 0.400
H 6.687 -21.121 15.605 0.353
C -4.696 -10.823 15.909 -1.496
H -4.801 -15.484 20.087 0.414
C -4.687 -13.334 15.296 -0.088
H 5.256 -13.609 19.441 0.470
H -5.943 -12.765 19.332 -0.114
H 3.847 -14.752 13.944 0.094
C 3.051 -15.464 21.360 -0.550
C 5.520 -14.856 21.812 -1.560
N -5.856 -11.658 13.896 -0.234
H 4.543 -16.958 16.474 0.314
H 3.922 -18.081 17.726 0.528
H 5.220 -14.151 22.587 0.398
O -5.095 -14.258 14.328 -0.345